95
Properties=species:S:1:pos:R:3:lowdin_charge:R:1 method="wB97M-V/def2-TZVPD" de_lowest_ev=1.316 orbital_gap_ev="6.65 / 6.59" spin_multiplicity=2 mol_weight_g_mol=1094.412 e_tot_ev=-149819.1226 homo_ev="-9.6 / -9.8" charge=+1
Ru -0.824 0.592 -0.555 0.3984
C 2.444 -1.512 1.746 0.0116
C 1.192 -0.999 1.142 -0.2661
N 1.180 -0.170 0.150 -0.0361
N 2.429 0.288 -0.228 0.0441
C 2.753 0.121 -1.459 -0.6614
N 3.939 0.609 -1.911 0.1207
S 1.820 -0.787 -2.677 1.0173
C -0.159 -1.451 1.577 -0.1957
C -0.354 -2.386 2.589 0.0168
C -1.642 -2.815 2.868 -0.0294
C -2.699 -2.313 2.126 -0.0317
C -2.434 -1.371 1.150 -0.1272
N -1.200 -0.926 0.887 -0.0574
H 3.103 -1.871 0.955 0.0779
H 2.274 -2.317 2.451 0.0767
H 2.958 -0.695 2.256 0.0810
H 4.378 1.336 -1.368 0.1108
H 4.099 0.612 -2.904 0.0923
H 0.478 -2.776 3.152 0.1111
H -1.815 -3.539 3.653 0.1187
H -3.713 -2.640 2.304 0.1164
H -3.229 -0.938 0.550 0.1064
Br -1.346 -1.039 -2.465 0.8539
C -0.736 -2.758 -1.853 -0.5133
C -1.778 -3.616 -1.625 -0.1399
C -1.562 -4.896 -1.089 -0.0587
C -0.297 -5.268 -0.765 -0.0230
C 0.802 -4.407 -1.000 -0.1517
C 2.092 -4.866 -0.642 -0.0193
C 3.194 -4.104 -0.882 -0.0583
C 3.037 -2.862 -1.512 -0.1040
C 1.802 -2.361 -1.852 -0.4487
C 0.622 -3.116 -1.589 -0.1769
H -2.785 -3.292 -1.850 0.0975
H -2.400 -5.560 -0.928 0.1146
H -0.099 -6.240 -0.333 0.1201
H 2.180 -5.845 -0.190 0.1197
H 4.184 -4.455 -0.623 0.1170
H 3.918 -2.281 -1.754 0.1101
C -4.008 2.206 -0.243 -0.4481
C -3.864 3.013 1.045 -0.3739
C -2.979 2.352 2.103 -0.3522
Sb -0.979 2.271 1.370 1.5134
C -0.647 4.361 1.475 -0.3395
C -0.712 4.924 2.750 -0.1237
C -0.594 6.293 2.919 -0.0742
C -0.409 7.113 1.813 -0.0701
C -0.334 6.559 0.546 -0.0620
C -0.451 5.184 0.377 -0.1182
C 0.191 1.715 3.041 -0.3766
C -0.375 1.433 4.280 -0.1250
C 0.431 1.096 5.360 -0.0763
C 1.808 1.048 5.206 -0.0738
C 2.379 1.330 3.973 -0.0871
C 1.574 1.653 2.890 -0.1442
Sb -2.542 2.164 -1.886 1.3160
C -2.358 4.269 -2.102 -0.4309
C -1.345 4.846 -2.866 -0.1409
C -1.329 6.214 -3.088 -0.0777
C -2.327 7.022 -2.562 -0.0856
C -3.352 6.454 -1.823 -0.0726
C -3.369 5.086 -1.598 -0.1394
C 0.193 1.970 -1.945 -0.4425
C 0.296 1.805 -3.323 -0.2815
C 1.311 2.420 -4.059 -0.1056
C 2.252 3.206 -3.420 -0.1004
C 2.173 3.376 -2.040 -0.0963
C 1.160 2.768 -1.318 -0.1979
H -4.927 2.515 -0.755 0.0444
H -4.169 1.144 -0.007 0.0238
H -4.865 3.137 1.472 0.1131
H -3.490 4.020 0.850 0.0788
H -3.345 1.353 2.350 0.0558
H -2.950 2.953 3.014 0.0586
H -0.841 4.293 3.624 0.0935
H -0.643 6.720 3.911 0.1077
H -0.318 8.183 1.943 0.1080
H -0.190 7.190 -0.321 0.1045
H -0.392 4.771 -0.617 0.0622
H -1.450 1.477 4.412 0.0946
H -0.016 0.880 6.322 0.1072
H 2.439 0.798 6.049 0.1078
H 3.455 1.300 3.856 0.1104
H 2.032 1.856 1.927 0.0887
H -0.556 4.234 -3.285 0.0797
H -0.534 6.651 -3.680 0.1090
H -2.311 8.090 -2.738 0.1074
H -4.142 7.075 -1.421 0.1085
H -4.184 4.661 -1.030 0.0786
H -0.436 1.213 -3.861 0.0449
H 1.353 2.284 -5.133 0.1101
H 3.032 3.696 -3.989 0.1048
H 2.900 3.997 -1.528 0.1105
H 1.106 2.974 -0.254 0.0402